# 1
Below is C63H53N7SSi2Ti as an isolated structure, with properties calculated with the ωB97M-V functional and the def2-TZVPD basis.

Relative energy (zero: lowest compared OMol25 entry of this formula, charge and spin)   0.0 kcal per mole
2S+1   2
E_HOMO (alpha / beta)   -0.1083 / -0.1123 Eh
Frontier orbital gap (alpha / beta)   5.1298 / 5.2346 eV
Charge   -1
DFT total energy   -126332.31475 eV
Max |F|   0.72 eV Å⁻¹

```
127
Properties=species:S:1:pos:R:3:forces:R:3:lowdin_charge:R:1
Ti 0.444983 -0.311659 0.494287 0.4 0.5 -0.2 0.85
C 3.455090 -3.944819 6.716852 0.0 0.0 0.0 -0.11
C 2.539347 -4.613820 5.914822 0.0 0.0 0.0 -0.09
C 2.034787 -4.005958 4.775057 0.0 0.0 0.0 -0.04
C 2.431060 -2.717423 4.414344 0.0 0.0 0.0 -0.19
C 3.342216 -2.053597 5.233243 0.0 0.0 0.0 -0.04
C 3.855778 -2.662779 6.370347 0.0 0.0 0.0 -0.09
C 1.866397 -2.066668 3.205731 -0.1 0.0 0.1 -0.10
C 0.461106 -1.715196 3.246520 0.2 0.0 -0.1 -0.23
C -0.473597 -1.936386 4.246475 0.0 0.0 0.0 -0.03
C -1.524683 -1.014134 4.042640 0.0 0.0 0.1 -0.06
C -1.187078 -0.235841 2.948857 0.0 -0.1 -0.1 -0.32
C -1.676748 1.049580 2.311529 0.0 0.1 0.1 -0.26
C -2.349849 2.045893 3.247622 0.0 0.0 0.0 -0.17
C -2.466252 1.849255 4.628492 0.0 0.0 0.0 -0.03
C -2.989745 2.819759 5.474711 0.0 0.0 0.0 -0.09
C -3.415814 4.039488 4.979208 0.0 0.0 0.0 -0.11
C -3.279827 4.277964 3.619085 0.0 0.0 0.0 -0.08
C -2.751413 3.309834 2.782540 0.1 0.1 0.0 -0.08
C -2.461090 0.598743 0.999437 0.0 0.0 0.0 -0.34
N -1.516410 -0.094714 0.091761 0.0 -0.1 0.1 -0.04
C -2.101987 -1.316779 -0.297206 0.0 0.2 0.1 -0.25
C -1.629985 -2.201305 -1.218633 0.0 -0.1 0.0 -0.11
C -2.461920 -3.372216 -1.592818 0.0 0.0 0.0 -0.18
C -1.932973 -4.665422 -1.573919 0.0 0.0 0.0 -0.03
C -2.707650 -5.759005 -1.925625 0.0 0.0 0.0 -0.09
C -4.032139 -5.587347 -2.311016 0.0 0.0 0.0 -0.11
C -4.571174 -4.309931 -2.340252 0.0 0.0 0.0 -0.09
C -3.790336 -3.216021 -1.990846 0.0 0.0 0.0 -0.05
C -0.316224 -2.119425 -1.824663 -0.1 0.2 0.1 -0.26
C 0.199013 -2.776264 -2.942131 0.1 0.0 0.0 -0.06
C 1.558611 -2.444454 -3.019392 -0.1 0.0 0.0 -0.04
C 1.831384 -1.617042 -1.924316 0.1 0.0 0.1 -0.28
N 0.676087 -1.387886 -1.231237 -0.1 -0.3 -0.4 -0.01
C 3.127517 -1.406216 -1.311424 0.0 0.1 0.0 -0.13
C 3.268148 -1.317687 0.042791 0.0 0.0 0.2 -0.26
C 4.485562 -1.552604 0.820518 0.0 0.0 -0.1 -0.01
C 4.119801 -1.859978 2.074468 0.0 0.0 0.0 0.00
C 2.669617 -1.710072 2.172474 0.1 0.1 0.0 -0.23
N 2.204345 -1.212552 0.955306 0.0 -0.2 -0.2 -0.02
C 4.300923 -1.490469 -2.215880 0.0 0.0 0.0 -0.17
C 5.308688 -2.443659 -2.067550 0.0 0.0 0.0 -0.04
C 6.390638 -2.485020 -2.938022 0.0 0.0 0.0 -0.09
C 6.480177 -1.585665 -3.989734 0.0 0.0 0.0 -0.11
C 5.464280 -0.655682 -4.175303 0.0 0.0 0.0 -0.09
C 4.387563 -0.616506 -3.303979 0.0 0.0 0.0 -0.03
C -3.270789 -1.548606 0.553310 0.0 -0.1 0.0 0.01
C -3.445143 -0.507044 1.352209 -0.1 0.0 0.0 -0.02
N -0.026263 -0.737745 2.402277 -0.1 0.1 0.4 -0.07
H 3.847811 -4.419100 7.607967 0.0 0.0 0.0 0.09
H 2.220225 -5.616221 6.174652 0.0 0.0 0.0 0.10
H 1.325695 -4.528746 4.144273 0.0 0.0 0.0 0.12
H 3.638652 -1.044267 4.972601 0.0 0.0 0.0 0.12
H 4.563073 -2.127470 6.992835 0.0 0.0 0.0 0.09
H -0.367535 -2.619805 5.074393 0.0 0.0 0.0 0.09
H -2.408654 -0.929824 4.652936 0.0 0.0 0.0 0.09
H -2.103917 0.938210 5.069619 0.0 0.0 0.0 0.08
H -3.052421 2.611094 6.536477 0.0 0.0 0.0 0.10
H -3.824078 4.796491 5.637735 0.0 0.0 0.0 0.09
H -3.576415 5.230745 3.195812 0.0 0.0 0.0 0.10
H -2.635254 3.561213 1.739840 0.1 0.1 0.1 0.09
H -0.901348 -4.798952 -1.273470 0.0 0.0 0.0 0.12
H -2.277471 -6.753076 -1.893847 0.0 0.0 0.0 0.10
H -4.636252 -6.442964 -2.587761 0.0 0.0 0.0 0.09
H -5.601077 -4.161089 -2.642997 0.0 0.0 0.0 0.09
H -4.210718 -2.217542 -2.021258 0.0 0.0 0.0 0.11
H -0.356399 -3.422085 -3.604581 0.0 0.0 0.0 0.10
H 2.288419 -2.820949 -3.720943 0.0 0.0 0.0 0.10
H 5.485853 -1.560007 0.419553 0.0 0.0 0.0 0.10
H 4.760763 -2.176369 2.882451 0.0 0.0 0.0 0.10
H 5.225094 -3.174335 -1.273889 0.0 0.0 0.0 0.12
H 7.158657 -3.236792 -2.799873 0.0 0.0 0.0 0.10
H 7.323224 -1.619886 -4.668949 0.0 0.0 0.0 0.09
H 5.507680 0.039622 -5.005970 0.0 0.0 0.0 0.09
H 3.584321 0.093650 -3.462914 0.0 0.0 0.0 0.10
H -3.825699 -2.474442 0.573615 0.0 0.0 0.0 0.12
H -4.161743 -0.446439 2.157400 0.0 0.0 0.0 0.12
C 1.034752 1.913537 3.540893 0.0 0.1 0.1 -0.18
Si 0.104619 1.806168 1.899400 -0.1 -0.1 0.0 0.62
C 0.015528 3.627998 1.382349 0.0 0.0 0.0 -0.23
C -3.264011 1.758733 0.349324 0.0 0.0 -0.1 -0.12
C -4.481330 2.022331 0.996105 -0.1 0.0 0.0 -0.06
C -5.272260 3.125099 0.741619 0.0 0.0 0.0 -0.08
C -4.848917 4.051770 -0.190334 0.0 0.0 0.0 -0.08
C -3.697632 3.771424 -0.902876 0.0 0.0 0.0 -0.13
C -2.897868 2.624864 -0.712882 0.0 0.1 0.0 -0.15
Si -1.685676 2.696754 -2.175713 0.0 -0.2 0.1 0.59
C -0.357317 3.992846 -1.995890 0.1 0.0 0.0 -0.16
C -2.658643 3.256888 -3.693996 0.0 0.0 0.0 -0.16
H 2.023588 2.349225 3.366178 0.0 0.0 0.0 0.03
H 1.168246 0.938367 4.011287 0.0 0.0 0.0 0.03
H 0.502094 2.570987 4.237159 0.0 0.0 0.0 0.03
H -0.232254 4.234930 2.257555 0.0 0.0 0.0 0.03
H -0.707477 3.846540 0.598741 0.0 0.0 0.0 -0.01
H 1.003336 3.935641 1.025056 0.0 0.0 0.0 0.02
H -4.800271 1.367607 1.790991 0.0 0.0 0.0 0.11
H -6.185119 3.273708 1.305140 0.0 0.0 0.0 0.11
H -5.410617 4.955977 -0.389391 0.0 0.0 0.0 0.10
H -3.422748 4.483598 -1.674482 0.0 0.0 0.0 0.08
H -0.843238 4.910000 -1.648396 0.0 0.0 0.0 0.05
H 0.077950 4.201811 -2.978780 0.0 0.0 0.0 0.04
H 0.427836 3.743179 -1.289072 0.0 0.0 0.0 -0.02
H -2.680674 4.344882 -3.794415 0.0 0.0 0.0 0.03
H -3.685205 2.888478 -3.698311 0.0 0.0 0.0 0.04
H -2.155854 2.846780 -4.575867 0.0 0.0 0.0 0.04
C 4.109263 3.025867 -2.161216 0.0 0.0 0.0 -0.04
N 2.964468 2.588556 -2.932061 0.0 0.0 0.0 -0.13
C 2.756204 2.823872 -4.274343 0.0 0.0 0.0 -0.05
C 1.601538 2.220819 -4.600565 0.0 0.0 0.0 -0.05
N 1.100034 1.607767 -3.456096 -0.1 0.0 0.0 0.02
C 1.948118 1.851304 -2.406990 0.0 -0.1 -0.2 -0.66
S 1.876042 1.558621 -0.755791 -0.3 -0.1 0.4 0.78
C -0.086406 0.812859 -3.556454 0.1 0.0 0.1 -0.24
C -0.170563 -0.066462 -4.590981 0.0 0.0 0.0 -0.05
C -1.370117 -0.738021 -4.879506 0.1 0.0 0.0 -0.09
C -2.429732 -0.546148 -3.969156 -0.1 0.0 0.0 -0.09
C -2.298988 0.290628 -2.915020 0.1 0.0 0.1 -0.14
N -1.146128 1.081102 -2.687553 0.0 0.0 -0.2 -0.03
H 4.823157 3.480781 -2.844411 0.0 0.0 0.0 0.09
H 4.561609 2.168681 -1.663736 0.0 0.0 0.0 0.08
H 3.803074 3.744322 -1.401172 0.0 0.0 0.0 0.09
H 3.444131 3.399451 -4.866955 0.0 0.0 0.0 0.12
H 1.065214 2.164429 -5.529255 0.0 0.0 0.0 0.13
H 0.725152 -0.255669 -5.166867 0.0 0.0 0.0 0.12
H -1.427676 -1.457867 -5.681103 0.0 0.0 0.0 0.09
H -3.351209 -1.106234 -4.062646 0.0 0.0 0.0 0.10
H -3.082559 0.415660 -2.178238 0.0 0.0 -0.1 0.11
```
Forces are in eV/Å.

=====

# 2
Below is C2H4F10K4N2O16S6 as an isolated structure at a distorted geometry, with properties calculated with the ωB97M-V functional and the def2-TZVPD basis.

2S+1   2
E_HOMO (alpha / beta)   -0.3903 / -0.3903 Eh
Frontier orbital gap (alpha / beta)   5.6033 / 2.3805 eV
Charge   +1
DFT total energy   -195357.51187 eV
Max |F|   8.97 eV Å⁻¹

```
44
Properties=species:S:1:pos:R:3:forces:R:3:lowdin_charge:R:1
K 2.744523 -5.073139 -2.060047 -0.5 0.5 -0.1 0.96
K -1.707823 1.446160 0.526402 0.0 0.5 0.0 0.91
K 2.901953 -1.769134 3.838501 -0.3 0.4 -0.1 0.90
K 6.235143 -1.989648 -1.094082 -0.2 0.5 0.0 0.97
N -1.874099 3.040762 -4.248346 4.2 0.7 3.5 -0.28
S -1.252509 3.652774 -2.790345 3.5 2.6 -0.3 0.62
O -1.973942 3.307556 -1.560059 0.8 -0.1 -1.4 -0.38
O -0.632758 4.995769 -2.896256 -2.0 -3.4 0.4 -0.27
F 0.026912 2.714171 -2.777948 -0.3 -0.3 0.3 -0.20
S -3.221726 3.703812 -4.126449 -8.1 1.5 -3.7 0.44
O -3.292895 5.141613 -4.049244 0.6 -1.1 1.2 -0.26
O -4.211745 2.878526 -3.455041 1.1 1.1 -0.2 -0.29
F -3.617638 3.544819 -5.694113 0.2 -0.5 0.6 -0.21
N 1.911951 0.731748 4.609630 -0.7 1.9 -3.8 -0.36
S 1.354291 1.763344 3.371287 2.0 3.9 -1.8 0.59
O 1.695208 3.177473 3.556289 -0.7 -3.4 0.3 -0.24
O 0.092783 1.482683 2.724594 0.1 -0.6 1.1 -0.36
F 2.336226 1.327917 2.181400 0.4 -0.5 0.9 -0.20
S 0.591288 0.611101 5.418756 -3.7 0.7 7.0 0.47
O -0.313796 -0.468911 5.130261 0.9 -0.1 -0.9 -0.30
O -0.067401 1.823219 5.953085 1.9 -2.0 -2.3 -0.26
F 1.358756 0.073284 6.759835 -0.2 -0.1 -0.9 -0.22
C -0.503835 -2.677253 2.037322 1.6 1.4 -0.6 -0.53
F 0.015370 -1.504831 2.517359 -0.5 -1.8 -0.2 0.08
F 0.036237 -2.800386 0.753057 -1.3 -0.5 2.3 0.08
F -0.154523 -3.721352 2.825486 -0.3 1.3 -1.2 0.15
S -2.345014 -2.450091 1.992583 -0.9 0.3 -1.3 0.60
O -2.632346 -1.106330 1.501973 0.8 -1.3 0.3 -0.20
O -2.808568 -3.524132 1.107699 0.3 0.8 0.9 -0.11
O -2.832460 -2.627666 3.351185 0.2 -0.2 -0.2 -0.05
C 1.293673 -0.265262 -1.016339 1.8 -0.4 -1.7 -0.56
F 0.308143 -1.135991 -1.248710 0.0 -0.1 0.3 0.12
F 1.460974 0.437690 -2.167984 0.5 -1.1 1.6 0.14
F 0.948599 0.567374 -0.069683 -0.3 0.3 0.6 0.12
S 2.942920 -1.286629 -0.352557 -1.6 1.3 0.5 0.50
O 2.654545 -1.555177 1.052117 -0.1 -0.1 -0.4 -0.41
O 2.994224 -2.505711 -1.158973 0.3 -0.4 -0.4 -0.46
O 4.075661 -0.395098 -0.521970 0.1 -0.4 -0.5 -0.39
O -1.315434 0.437818 -3.887884 0.4 -1.5 0.2 -0.07
H -1.430927 0.446527 -2.937706 -0.1 0.1 0.1 0.00
H -1.511459 1.333838 -4.161674 -0.3 0.6 -0.3 -0.05
O 0.253644 -3.860211 -3.144997 0.8 -0.5 0.3 -0.07
H -0.217995 -3.300928 -2.527761 -0.2 0.4 0.1 0.03
H -0.314132 -4.622098 -3.260655 -0.4 -0.1 -0.3 0.05
```
Forces are in eV/Å.

=====

The lowest max |F| belongs to which entry? C63H53N7SSi2Ti